No. 1
Formula: C6H12
Source: OMol25
Level of theory: ωB97M-V/def2-TZVPD

Summary:
Energy relative to the best compared isomer or geometry (same formula, charge and spin): 39.3 kcal per mole
HOMO level: -0.3177 hartree
Spin multiplicity: 1
E_LUMO: 1.2 eV
SMILES: CC1=CCCC1.[H][H]
Max |F|: 0.0095 Eh/bohr
Orbital gap: 9.86 eV

XYZ file:
```
18
C6H12 (ωB97M-V/def2-TZVPD)
C -1.039 0.376 1.866
C -0.368 0.142 0.552
C -0.826 -0.549 -0.493
C -0.077 -0.265 -1.754
C 0.891 0.865 -1.335
C 0.953 0.808 0.202
H -1.249 1.454 1.929
H -0.424 0.120 2.735
H -1.998 -0.149 1.929
H -1.625 -1.285 -0.500
H -0.783 0.055 -2.535
H 0.425 -1.159 -2.143
H 0.459 1.831 -1.613
H 1.869 0.766 -1.805
H 1.807 0.198 0.550
H 1.091 1.795 0.664
H 0.372 -2.158 0.980
H 0.498 -2.867 0.828
```

Results of the natural (NBO) charge analysis, in e, for atoms 1 through 5: -0.639, 0.013, -0.193, -0.436, -0.390


No. 2
Formula: C14H30AlClFIO19PS4
Source: OMol25
Level of theory: ωB97M-V/def2-TZVPD

Summary:
HOMO level: -0.2149 hartree
Spin multiplicity: 1
Net charge: -1
E_LUMO: 1.5 eV
Max |F|: 0.0142 Eh/bohr
Orbital gap: 7.38 eV

XYZ file:
```
72
C14H30AlClFIO19PS4 (ωB97M-V/def2-TZVPD)
C 3.852 -1.058 0.173
C 3.987 -1.772 -1.165
I 5.834 -2.993 -1.052
C 2.784 -2.609 -1.521
Al 1.106 -1.558 -1.944
F 0.550 -2.123 -3.426
C -0.218 -1.691 -0.429
C -1.682 -1.954 -0.807
C -2.407 -0.737 -1.354
Cl -2.164 -0.413 -3.091
P 1.514 0.791 -2.233
O 2.914 1.267 -2.089
O 0.562 1.638 -1.187
O 0.869 1.344 -3.602
H 3.184 -0.204 0.054
H 3.401 -1.742 0.895
H 4.805 -0.739 0.586
H 4.212 -1.057 -1.952
H 3.019 -3.243 -2.376
H 2.547 -3.253 -0.669
H -0.199 -0.744 0.118
H 0.135 -2.459 0.263
H -2.248 -2.213 0.096
H -1.784 -2.810 -1.476
H -2.119 0.165 -0.822
H -3.484 -0.855 -1.241
H 0.845 1.415 -0.300
H -0.071 1.119 -3.613
C -0.462 5.041 -3.220
C -0.989 5.480 -1.869
O -2.313 4.920 -1.813
S -2.318 3.509 -2.575
O -2.136 2.474 -1.628
O -3.405 3.507 -3.481
O -0.951 3.704 -3.363
H -0.864 5.653 -4.030
H 0.623 5.024 -3.269
H -1.058 6.560 -1.770
H -0.395 5.065 -1.053
C 5.875 1.982 -1.336
C 5.844 1.578 -2.792
O 6.616 2.614 -3.453
S 7.774 3.116 -2.495
O 8.997 2.471 -2.817
O 7.718 4.534 -2.427
O 7.219 2.487 -1.144
H 5.166 2.780 -1.120
H 5.701 1.145 -0.668
H 4.836 1.553 -3.189
H 6.339 0.618 -2.954
C -3.388 1.883 3.233
C -4.240 1.512 2.035
O -3.614 0.326 1.529
S -2.998 -0.523 2.725
O -3.908 -1.551 3.094
O -1.650 -0.812 2.423
O -3.064 0.619 3.839
H -2.461 2.375 2.933
H -3.918 2.497 3.956
H -4.237 2.270 1.257
H -5.266 1.276 2.325
C -4.279 -4.114 4.871
C -3.713 -5.421 4.362
O -3.888 -6.326 5.468
S -5.224 -5.963 6.259
O -6.286 -6.795 5.822
O -4.909 -5.858 7.636
O -5.436 -4.513 5.634
H -3.579 -3.605 5.535
H -4.574 -3.445 4.072
H -2.657 -5.360 4.116
H -4.272 -5.800 3.505
```

Results of the Mulliken charge analysis, in e, for atoms 1 through 5: -1.176, -0.070, -0.147, -0.727, -0.217


No. 3
Formula: C5H9NO
Source: OMol25
Level of theory: ωB97M-V/def2-TZVPD

Summary:
Energy relative to the best compared isomer or geometry (same formula, charge and spin): 25.5 kcal per mole
HOMO level: -0.3950 hartree
Spin multiplicity: 1
E_LUMO: 0.8 eV
SMILES: C[C@H](C#N)CCO
Max |F|: 0.0216 Eh/bohr
Orbital gap: 11.51 eV

XYZ file:
```
16
C5H9NO (ωB97M-V/def2-TZVPD)
C -2.054 -0.283 -0.265
C -0.594 -0.547 0.116
C -0.517 -1.177 1.446
N -0.488 -1.676 2.489
C 0.236 0.742 0.045
C 1.741 0.497 -0.033
O 2.022 0.084 -1.373
H -2.094 0.119 -1.282
H -2.508 0.452 0.409
H -2.653 -1.196 -0.229
H -0.153 -1.253 -0.597
H -0.063 1.261 -0.879
H -0.041 1.410 0.869
H 2.052 -0.287 0.680
H 2.281 1.410 0.249
H 2.899 0.381 -1.648
```

Results of the natural (NBO) charge analysis, in e, for atoms 1 through 5: -0.586, -0.332, 0.289, -0.335, -0.402


No. 4
Formula: C16H32Br2ClF5MgN5O5
Source: OMol25
Level of theory: ωB97M-V/def2-TZVPD

Summary:
HOMO level: -0.2940 hartree
Spin multiplicity: 1
Net charge: +1
E_LUMO: -6.1 eV
Max |F|: 0.0873 Eh/bohr
Orbital gap: 1.91 eV

XYZ file:
```
67
C16H32Br2ClF5MgN5O5 (ωB97M-V/def2-TZVPD)
N 6.998 0.940 3.104
C 5.912 1.561 2.591
N 4.966 2.129 3.456
C 4.023 2.606 2.574
C 2.777 3.274 3.198
C 1.491 3.014 2.313
C 0.602 1.842 2.837
F 1.273 0.899 3.579
Br -0.748 2.654 4.068
C -0.222 1.066 1.696
F 0.288 1.191 0.445
F -0.190 -0.261 2.003
Br -2.170 1.564 1.745
N 4.358 2.394 1.268
N 5.534 1.744 1.299
H 6.981 -0.078 3.139
H 7.799 1.399 3.520
H 2.907 4.368 3.360
H 2.640 2.788 4.195
H 1.781 2.931 1.238
H 0.871 3.940 2.383
H 3.822 2.670 0.449
H 6.067 1.426 0.487
Cl -2.061 3.496 0.534
C -5.196 4.678 -2.923
C -4.384 3.619 -3.659
C -5.204 2.814 -4.662
O -5.999 1.904 -3.948
C -7.346 2.382 -3.700
N -3.874 2.638 -2.648
H -5.919 4.245 -2.222
H -4.535 5.334 -2.347
H -5.744 5.301 -3.629
H -3.518 4.081 -4.138
H -4.530 2.215 -5.289
H -5.772 3.460 -5.334
H -7.681 3.092 -4.458
H -7.374 2.854 -2.696
H -8.019 1.524 -3.701
H -3.512 3.076 -1.800
H -3.153 2.030 -3.043
H -4.665 2.016 -2.401
F -8.301 3.858 -1.811
C -0.043 -2.870 -1.677
C 1.470 -3.016 -1.642
C 1.967 -3.256 -0.225
O 2.074 -1.832 -2.168
H -0.363 -2.012 -1.074
H -0.390 -2.687 -2.696
H -0.538 -3.765 -1.297
H 1.774 -3.845 -2.283
H 1.710 -2.412 0.425
H 3.055 -3.348 -0.210
H 1.536 -4.163 0.197
H 1.809 -1.095 -1.606
C 2.007 -6.702 1.971
C 2.599 -8.079 1.845
O 3.378 -7.977 0.656
C 3.682 -6.666 0.478
O 4.456 -6.255 -0.325
O 2.982 -5.878 1.342
H 1.857 -6.398 3.027
H 1.058 -6.601 1.435
H 3.258 -8.331 2.680
H 1.841 -8.855 1.747
Mg 1.142 -5.966 4.677
F -3.292 1.334 3.650
```

Results of the natural (NBO) charge analysis, in e, for atoms 1 through 5: -0.872, 0.577, -0.397, 0.437, -0.461


No. 5
Formula: C16H36AsN2ORuS3Si2
Source: OMol25
Level of theory: ωB97M-V/def2-TZVPD

Summary:
Energy relative to the best compared isomer or geometry (same formula, charge and spin): 9.0 kcal per mole
HOMO level (alpha / beta): -0.3416 / -0.3887 hartree
Spin multiplicity: 5
Net charge: +1
E_LUMO (alpha / beta): -2.4 / -4.3 eV
Max |F|: 0.0071 Eh/bohr
Orbital gap (alpha / beta): 6.87 / 6.31 eV

XYZ file:
```
62
C16H36AsN2ORuS3Si2 (ωB97M-V/def2-TZVPD)
Ru -1.027 0.840 -0.006
N -0.869 2.937 -0.747
C -2.082 3.780 -0.870
C -2.898 3.706 0.399
N -3.256 2.310 0.641
H -0.245 3.350 -0.056
H -0.355 2.945 -1.622
H -2.666 3.395 -1.707
H -1.818 4.814 -1.090
H -3.762 4.366 0.299
H -2.307 4.065 1.245
H -3.882 1.966 -0.080
H -3.741 2.195 1.523
S -2.668 -0.136 -1.252
C -2.531 -1.871 -1.006
C -3.333 -2.766 -1.713
C -3.194 -4.129 -1.503
C -2.264 -4.612 -0.586
C -1.469 -3.729 0.123
C -1.609 -2.357 -0.084
S -0.610 -1.208 0.791
H -4.055 -2.389 -2.427
H -3.814 -4.822 -2.058
H -2.161 -5.678 -0.430
H -0.738 -4.093 0.835
C -0.440 2.053 4.726
S -1.504 1.845 3.310
C -2.058 0.189 3.684
O -0.552 1.747 2.137
H 0.312 1.263 4.719
H -1.043 2.018 5.633
H 0.032 3.029 4.633
H -2.671 0.248 4.586
H -1.206 -0.474 3.827
H -2.661 -0.157 2.847
C 3.375 -1.938 0.601
Si 3.125 -0.102 0.792
C 4.663 0.839 0.341
C 2.515 0.318 2.498
As 1.395 0.494 -0.716
Si 1.618 -0.612 -2.795
C 1.042 -2.368 -2.588
C 3.416 -0.531 -3.285
C 0.516 0.305 -3.982
H 4.160 -2.269 1.287
H 3.687 -2.204 -0.411
H 2.460 -2.485 0.838
H 5.475 0.560 1.020
H 4.521 1.918 0.414
H 4.984 0.603 -0.676
H 3.232 -0.050 3.238
H 1.548 -0.157 2.681
H 2.398 1.394 2.633
H 1.529 -2.868 -1.748
H 1.286 -2.925 -3.499
H -0.039 -2.423 -2.441
H 4.039 -1.124 -2.611
H 3.797 0.492 -3.295
H 3.537 -0.942 -4.293
H -0.509 0.343 -3.610
H 0.509 -0.230 -4.937
H 0.864 1.322 -4.177
```

Results of the natural (NBO) charge analysis, in e, for atoms 1 through 5: 0.621, -0.815, -0.225, -0.233, -0.844


No. 6
Formula: C5H10O2
Source: OMol25
Level of theory: ωB97M-V/def2-TZVPD

Summary:
Energy relative to the best compared isomer or geometry (same formula, charge and spin): 109.6 kcal per mole
HOMO level: -0.3028 hartree
Spin multiplicity: 1
E_LUMO: 0.4 eV
SMILES: C=C/C=C(/C)O.O
Max |F|: 0.0669 Eh/bohr
Orbital gap: 8.62 eV

XYZ file:
```
17
C5H10O2 (ωB97M-V/def2-TZVPD)
C 1.387 2.488 -0.622
C 0.729 1.510 0.107
C 1.355 0.191 0.496
C 0.532 -0.860 0.779
C 0.892 -2.270 0.434
O -0.854 -0.552 0.904
H 0.997 3.535 -0.827
H 2.343 2.127 -1.000
H -0.113 1.875 0.815
H 2.114 0.310 1.279
H 1.926 -2.479 0.552
H 0.194 -3.076 0.677
H 0.593 -2.376 -0.673
H -1.091 -0.099 0.041
O -2.940 -0.243 -1.444
H -3.769 0.221 -1.649
H -2.208 -0.040 -2.055
```

Results of the natural (NBO) charge analysis, in e, for atoms 1 through 5: -0.386, -0.254, -0.419, 0.399, -0.678


No. 7
Formula: C27H32DyN3O3
Source: OMol25
Level of theory: ωB97M-V/def2-TZVPD

Summary:
Energy relative to the best compared isomer or geometry (same formula, charge and spin): 0.0 kcal per mole
HOMO level (alpha / beta): -0.2826 / -0.2829 hartree
Spin multiplicity: 6
E_LUMO (alpha / beta): 0.5 / 0.5 eV
Max |F|: 0.0136 Eh/bohr
Orbital gap (alpha / beta): 8.15 / 8.16 eV

XYZ file:
```
66
C27H32DyN3O3 (ωB97M-V/def2-TZVPD)
Dy 0.258 -0.425 -0.109
C 0.822 -1.864 -3.145
N 0.203 -0.554 -2.872
C 1.022 0.446 -3.597
C 0.804 1.904 -3.201
C 1.507 2.302 -1.895
N 0.636 2.024 -0.767
C 0.347 3.001 0.010
C -0.640 2.979 1.057
C -0.769 4.102 1.892
C -1.786 4.204 2.808
C -2.736 3.177 2.879
C -2.643 2.072 2.070
C -1.572 1.905 1.160
O -1.481 0.832 0.439
C -1.186 -0.546 -3.397
C -2.288 -0.818 -2.376
C -2.227 -2.183 -1.659
N -1.625 -2.029 -0.337
C -2.376 -2.302 0.665
C -2.137 -2.055 2.067
C -3.214 -2.312 2.935
C -3.168 -2.005 4.271
C -2.011 -1.406 4.780
C -0.935 -1.151 3.967
C -0.945 -1.481 2.593
O 0.127 -1.282 1.874
H 0.818 -2.077 -4.222
H 0.294 -2.663 -2.629
H 1.851 -1.864 -2.790
H 0.841 0.329 -4.675
H 2.069 0.200 -3.411
H -0.263 2.119 -3.099
H 1.176 2.526 -4.018
H 1.788 3.361 -1.929
H 2.423 1.715 -1.784
H 0.839 3.968 -0.149
H -0.040 4.901 1.798
H -1.857 5.067 3.457
H -3.559 3.262 3.578
H -3.372 1.272 2.127
H -1.261 -1.276 -4.214
H -1.389 0.433 -3.832
H -3.240 -0.734 -2.904
H -2.281 -0.031 -1.619
H -1.644 -2.899 -2.241
H -3.238 -2.594 -1.572
H -3.366 -2.726 0.461
H -4.114 -2.757 2.521
H -4.014 -2.209 4.913
H -1.967 -1.144 5.831
H -0.033 -0.691 4.351
O 1.065 -3.100 -0.002
H 2.026 -3.151 0.071
H 0.755 -2.939 0.905
C 5.481 -0.174 0.532
C 4.548 0.627 1.173
C 3.201 0.522 0.851
C 2.690 -0.375 -0.111
C 3.683 -1.161 -0.725
C 5.038 -1.073 -0.426
H 6.533 -0.105 0.779
H 4.870 1.336 1.928
H 2.510 1.176 1.387
H 3.404 -1.894 -1.483
H 5.749 -1.713 -0.938
```

Results of the Mulliken charge analysis, in e, for atoms 1 through 5: 0.173, -1.135, 1.036, -0.976, -0.953


No. 8
Formula: C5H14N2O
Source: OMol25
Level of theory: ωB97M-V/def2-TZVPD

Summary:
Energy relative to the best compared isomer or geometry (same formula, charge and spin): 22.1 kcal per mole
HOMO level (alpha / beta): -0.4794 / -0.4769 hartree
Spin multiplicity: 2
Net charge: +1
E_LUMO (alpha / beta): -3.9 / -7.1 eV
Max |F|: 0.0313 Eh/bohr
Orbital gap (alpha / beta): 9.18 / 5.86 eV

XYZ file:
```
22
C5H14N2O (ωB97M-V/def2-TZVPD)
C 1.904 -0.287 -0.249
C 0.652 -0.964 -0.814
C -0.171 0.028 -1.681
N -1.940 3.034 -0.393
C -0.981 2.223 -0.808
C -1.090 0.827 -0.807
N 1.735 0.325 1.113
H 2.221 0.487 -0.952
H 2.743 -0.976 -0.123
H 0.032 -1.392 -0.030
H 1.032 -1.812 -1.388
H 0.547 0.737 -2.102
H -0.733 -0.396 -2.514
H -2.718 2.666 0.143
H -1.702 3.991 -0.159
H -0.045 2.688 -1.088
H -1.823 0.272 -0.226
H 1.458 1.301 1.006
H 0.908 -0.109 1.514
H -0.640 -4.632 2.079
H 0.642 -4.185 2.788
O -0.316 -4.088 2.806
```

Results of the natural (NBO) charge analysis, in e, for atoms 1 through 5: -0.230, -0.412, -0.474, -0.600, 0.108